(1)
{
  "formula": "C13H12N7OPtS",
  "method": "wB97M-V/def2-TZVPD",
  "total_charge": 1,
  "s2": 2.008,
  "multiplicity": 3,
  "homo_energy_ev": [-10.69, -11.26],
  "orbital_gap_ha": [0.263, 0.254],
  "elements": ["Pt", "N", "C", "N", "C", "N", "N", "C", "N", "C", "C", "C", "C", "C", "N", "H", "H", "H", "H", "H", "H", "H", "H", "O", "N", "C", "C", "C", "C", "C", "S", "H", "H", "H", "H"],
  "xyz": [[-0.42668, -0.58042, -1.44316], [2.14463, -0.91134, -3.48275], [2.57216, -0.90543, -2.22084], [3.87223, -0.87764, -1.99036], [4.24509, -0.84843, -0.71214], [5.54372, -0.81927, -0.43273], [3.38775, -0.85161, 0.33639], [2.12132, -0.89410, 0.02521], [1.63786, -0.93261, -1.22782], [1.13250, -0.89571, 1.13153], [1.52700, -0.90797, 2.46066], [0.54769, -0.87968, 3.44008], [-0.78733, -0.85017, 3.06605], [-1.09912, -0.85509, 1.71709], [-0.15707, -0.87313, 0.78283], [2.81966, -0.87499, -4.22624], [1.16269, -0.96659, -3.68262], [6.21288, -0.79615, -1.18226], [5.84452, -0.74207, 0.52203], [2.58141, -0.93408, 2.68967], [0.82140, -0.88152, 4.48645], [-1.57935, -0.82543, 3.80058], [-2.12699, -0.85483, 1.37570], [-2.50981, -0.45794, -1.66655], [-3.00628, 0.61366, -1.04403], [-4.26139, 0.51874, -0.55527], [-4.84894, 1.56413, 0.10333], [-4.13233, 2.75117, 0.26333], [-2.85803, 2.83793, -0.24735], [-2.27775, 1.75383, -0.91335], [-0.68407, 1.83386, -1.57460], [-4.73896, -0.43364, -0.73195], [-5.84913, 1.45174, 0.49364], [-4.56897, 3.59170, 0.78466], [-2.26231, 3.73309, -0.14518]],
  "atomic_forces_ev_per_a": [[-0.3, 0.1, 0.4], [0.0, 0.0, 0.1], [-0.1, -0.1, 0.1], [0.2, 0.0, -0.1], [-0.2, 0.0, -0.1], [0.1, 0.0, 0.0], [0.0, 0.0, 0.3], [0.3, 0.0, -0.2], [-0.3, 0.2, -0.2], [-0.1, 0.0, 0.3], [0.0, 0.0, -0.2], [-0.1, 0.0, 0.0], [0.1, 0.0, 0.0], [-0.1, 0.0, 0.0], [0.1, 0.1, -0.5], [0.0, 0.0, 0.0], [-0.1, 0.0, -0.1], [0.0, 0.0, 0.0], [0.0, 0.0, 0.0], [0.0, 0.0, 0.0], [0.0, 0.0, 0.0], [0.0, 0.0, 0.0], [0.0, 0.0, -0.1], [0.5, -0.2, 0.1], [0.0, 0.6, 0.2], [-0.2, -0.2, 0.0], [0.0, 0.0, 0.0], [0.1, 0.0, -0.1], [-0.2, 0.0, 0.1], [0.1, -0.1, -0.2], [0.1, -0.4, 0.1], [0.0, 0.0, 0.0], [0.0, 0.0, 0.0], [0.0, 0.0, 0.0], [0.0, 0.0, 0.0]]
}

(2)
{
  "formula": "C5H40N2O13",
  "method": "wB97M-V/def2-TZVPD",
  "relative_energy_ev": 3.9125,
  "multiplicity": 1,
  "homo_energy_ev": -9.02,
  "orbital_gap_ha": 0.329,
  "elements": ["C", "C", "C", "C", "N", "C", "N", "H", "H", "H", "H", "H", "H", "H", "H", "H", "H", "H", "H", "H", "H", "H", "H", "O", "H", "H", "O", "H", "H", "O", "H", "H", "O", "H", "H", "O", "H", "H", "O", "H", "H", "O", "H", "H", "O", "H", "H", "O", "H", "H", "O", "H", "H", "O", "H", "H", "O", "H", "H", "O"],
  "xyz": [[-0.09360, -0.48543, -0.31061], [-0.93659, -0.22594, -1.56139], [-1.01753, -1.37860, -2.55321], [-2.36511, 0.15554, -1.14858], [-0.11404, 0.67719, 0.54390], [0.92872, 0.98709, 1.58044], [2.24106, 0.45308, 1.28724], [-0.57900, -1.40294, 0.08306], [0.93153, -0.78787, -0.58914], [-0.48944, 0.66878, -2.00957], [-0.71930, -0.96718, -3.51747], [-0.37563, -2.21705, -2.24696], [-1.96067, -1.88983, -2.72592], [-2.78090, -0.66074, -0.52816], [-3.12289, 0.09403, -1.94616], [-2.50837, 1.08100, -0.61248], [-0.25272, 1.50676, -0.01522], [0.57799, 1.00527, 2.60948], [1.05291, 2.07067, 1.43201], [2.46265, 0.54762, 0.30763], [2.20638, -0.51521, 1.57440], [-2.35832, -4.42801, 0.38727], [-2.39142, -3.15170, 1.23227], [-2.90029, -3.67440, 0.61026], [3.93532, 1.86346, -1.69893], [2.50461, 1.62448, -2.00670], [3.20524, 1.28637, -1.44596], [0.59079, 3.18562, -1.63973], [0.61502, 4.24105, -2.70893], [1.01586, 3.39640, -2.49012], [-0.06753, -2.90309, 3.59866], [1.27764, -3.43376, 2.99529], [0.34664, -3.61998, 3.09386], [-1.24014, 3.69313, -0.63012], [-0.70442, 3.61533, 0.79847], [-0.41904, 3.77888, -0.11675], [3.70832, -1.38279, -1.59083], [4.41092, -0.43266, -0.48804], [4.07060, -1.28424, -0.73468], [-2.16618, 2.37800, -2.44281], [-2.84504, 3.57860, -2.80894], [-2.26180, 3.28119, -2.10006], [-1.85029, 1.95888, 2.37667], [-2.78328, 2.98869, 2.57458], [-1.88140, 2.92406, 2.22673], [2.72444, -1.96738, -0.54330], [1.45444, -2.08396, 0.51735], [2.23534, -2.45845, 0.11602], [-2.72165, -0.79577, 2.18164], [-1.62627, 0.17920, 1.63324], [-2.22495, 0.00052, 2.39443], [-0.68964, -0.63053, 3.02858], [0.00933, -0.41188, 4.42595], [-0.19094, -1.06308, 3.75325], [0.86591, -3.63093, 0.00032], [0.48278, -4.14719, 1.35038], [0.16034, -4.15451, 0.42336], [-0.01609, 2.13079, -3.53005], [0.93958, 1.24380, -4.05854], [0.01828, 1.18354, -3.79120]],
  "atomic_forces_ev_per_a": [[-0.1, -1.2, -0.6], [-1.1, 1.1, 0.6], [1.1, -0.4, -0.3], [-1.1, -1.3, 0.3], [-0.8, 0.0, 1.3], [0.5, 2.4, -2.4], [-0.8, -0.6, 1.8], [0.4, 0.3, 0.7], [-0.5, 0.4, -0.2], [-0.1, -0.6, -0.1], [0.2, -0.4, -0.1], [0.3, 0.3, -0.3], [-0.5, 0.5, 0.5], [0.3, 0.2, 0.3], [0.6, 0.5, -0.4], [0.2, 0.3, 0.2], [0.0, 0.1, 0.0], [0.2, -1.2, 0.0], [-0.1, 0.0, 0.0], [0.0, 0.0, 0.0], [0.7, -0.2, -0.3], [0.6, -0.1, 0.0], [0.4, -0.3, 0.0], [-0.9, 0.5, 0.0], [0.1, 0.0, 0.2], [-0.5, 0.1, -0.1], [0.3, 0.2, -0.4], [0.2, 0.3, 0.2], [0.1, 0.3, 0.0], [-0.1, -0.3, 0.0], [0.5, 0.2, -0.2], [0.3, 0.4, 0.4], [-0.4, -0.8, 0.1], [0.1, 0.2, 0.1], [0.0, 0.1, -0.1], [-0.2, -0.2, 0.0], [0.4, 1.1, -1.9], [-0.2, 0.7, -0.7], [1.7, -1.0, 1.1], [0.4, -0.3, 0.7], [-0.2, 0.9, 0.3], [-0.4, -0.7, -1.2], [0.7, 0.2, -0.4], [0.0, 1.0, -0.2], [-0.8, -1.1, 0.6], [-0.5, 0.8, 1.0], [0.1, 0.7, -0.4], [-0.9, -2.6, 1.2], [-0.1, 0.1, -0.1], [0.0, 0.1, -0.6], [0.1, 0.1, -0.2], [0.0, -0.1, 1.0], [-0.1, 0.2, 0.0], [0.3, -0.3, -0.2], [-0.2, -0.6, -0.3], [-0.9, -0.2, -0.5], [0.5, 0.2, 0.3], [-0.4, -0.4, 0.2], [0.3, -0.7, -0.4], [0.5, 1.5, -0.7]]
}